Below is a gas-phase ion, C5H8NS (charge +1) at a distorted geometry, with properties calculated with the ωB97M-V functional and the def2-TZVPD basis.

Properties
- Maximum force: 9.750 eV Å⁻¹
- Charge: +1
- Expectation value of S²: 2.01
- Multiplicity: 3
- Energy above the lowest of the compared OMol25 structures with the same formula, charge and spin: 44.5 kJ/mol
- Gap between HOMO and LUMO (alpha / beta): 7.3 / 8.6 eV
- Electronic energy: -647.85248 Eh

Positions of all 15 atoms, in Å:
1 C 1.06 -0.95 2.01
2 H -0.46 1.63 -1.21
3 H -1.56 -0.22 -1.37
4 S 0.67 0.69 2.23
5 C -0.88 -0.98 -0.91
6 H 1.04 0.90 -0.94
7 C 0.33 1.58 -0.39
8 C -0.34 0.68 0.63
9 H 1.76 -1.36 2.74
10 H 0.76 2.58 0.04
11 C 0.42 -1.55 0.98
12 N -0.36 -0.71 0.19
13 H -0.90 -1.92 -1.43
14 H 0.56 -2.61 0.62
15 H -1.30 1.02 0.76

Below is C20H25N3O2 in the gas phase, with properties calculated with the ωB97M-V functional and the def2-TZVPD basis.

Properties
- Maximum force: 0.464 eV Å⁻¹
- Charge: 0
- SMILES string: COc1ccccc1CNC(=O)N1CCN(c2ccccc2C)CC1
- Energy above the lowest of the compared OMol25 structures with the same formula, charge and spin: 136.5 kJ/mol
- Gap between HOMO and LUMO: 8.2 eV
- Electronic energy: -1091.87608 Eh

Positions of all 50 atoms, in Å:
1 C -1.23 2.52 -0.77
2 H -4.63 1.47 1.76
3 C -2.08 -1.42 3.65
4 C 3.11 -2.12 -3.63
5 H 5.27 -2.06 -1.83
6 H -2.89 1.69 0.32
7 H -0.88 3.53 -0.97
8 C 2.63 -1.87 -2.35
9 C -1.62 1.01 2.33
10 H 2.65 -2.81 -5.59
11 H -4.11 -0.78 3.76
12 C -3.11 -0.54 3.42
13 C 1.29 -2.15 -2.04
14 C 0.94 -2.89 -4.31
15 C 0.77 -1.87 -0.65
16 C -0.57 0.13 2.61
17 N -0.07 1.69 -0.53
18 H -0.24 3.90 1.53
19 C 4.76 -1.13 -1.55
20 C 0.46 -2.64 -3.03
21 H -3.71 2.66 2.67
22 N -1.41 2.23 1.68
23 H -4.74 1.50 3.51
24 C 0.78 2.28 0.49
25 H 5.15 -0.77 -0.60
26 C -2.17 2.49 0.46
27 C -0.80 -1.07 3.26
28 C -0.26 0.33 -0.69
29 C -0.10 2.82 1.65
30 C -2.91 0.68 2.79
31 H 1.49 1.54 0.85
32 H 0.39 2.65 2.61
33 H 0.28 -3.28 -5.07
34 H -2.69 3.45 0.54
35 N 0.81 -0.45 -0.33
36 C -4.06 1.64 2.67
37 H 1.39 -2.39 0.09
38 H 4.93 -0.38 -2.32
39 H 1.73 -0.05 -0.37
40 O 3.38 -1.35 -1.33
41 H -0.58 -2.83 -2.79
42 C 2.26 -2.63 -4.60
43 O -1.29 -0.12 -1.13
44 H -2.26 -2.37 4.14
45 H 0.03 -1.74 3.44
46 H -0.26 -2.19 -0.56
47 H 4.14 -1.91 -3.88
48 H 1.35 3.10 0.04
49 H -1.75 2.14 -1.64
50 H 0.43 0.36 2.31

> Which of these has the highest maximum force?

C5H8NS

> Look up the electronic energy of the first one.

-647.85248 Eh

> Which of these has the lowest energy above the lowest of the compared OMol25 structures with the same formula, charge and spin?

C5H8NS